Record 1
The following is a quantum chemistry calculation of a molecular structure, C49H58AsN2PRuS3Se2 at a distorted geometry, from the OMol25 dataset.

Summary:
HOMO (spin up / spin down)	-9.5 / -9.6	eV
<S²>	0.784
orbital gap (spin up / spin down)	0.2190 / 0.2344	hartree

```
! wB97M-V def2-TZVPD RIJCOSX def2/J DEFGRID3
* xyz 1 2
Ru 0.96892 0.97521 -1.34329
C 4.53538 -4.15172 2.47533
C 3.11609 -3.66891 2.82116
C 3.10031 -3.15731 4.26496
C 2.12933 -4.84023 2.71548
C 2.75223 -2.57468 1.83196
C 2.78973 -1.22283 2.16389
C 2.45640 -0.27748 1.21179
N 2.09279 -0.59596 -0.02403
C 2.11347 -1.87911 -0.38823
C 2.42580 -2.88343 0.51319
C 1.80062 -2.12525 -1.80760
C 2.20405 -3.27993 -2.46703
C 1.90790 -3.46944 -3.81100
C 1.22647 -2.43020 -4.44587
C 0.86707 -1.31002 -3.72865
N 1.13286 -1.14997 -2.43376
C 2.29716 -4.71887 -4.58319
C 1.05518 -5.28226 -5.29335
C 2.86646 -5.80345 -3.66601
C 3.35809 -4.33692 -5.62796
H 4.86205 -4.90047 3.19839
H 5.24071 -3.31962 2.50086
H 4.56700 -4.59794 1.47986
H 3.24943 -3.99422 4.94698
H 2.14252 -2.69201 4.50804
H 3.90208 -2.44082 4.44814
H 2.38590 -5.59808 3.45585
H 2.15675 -5.31745 1.73582
H 1.11025 -4.50074 2.91151
H 3.07923 -0.89236 3.15040
H 2.49882 0.78062 1.43660
H 2.39999 -3.91404 0.18879
H 2.76972 -4.02145 -1.92333
H 0.97856 -2.48624 -5.49622
H 0.33649 -0.50095 -4.21371
H 0.25609 -5.48243 -4.57730
H 1.31260 -6.21987 -5.78655
H 0.67593 -4.60195 -6.05537
H 2.15649 -6.06960 -2.88032
H 3.80762 -5.49083 -3.21051
H 3.06771 -6.70062 -4.25079
H 2.99250 -3.56222 -6.30277
H 3.61883 -5.21260 -6.22364
H 4.26383 -3.97080 -5.14205
C -2.30056 0.45795 -4.07305
Se -1.42747 1.50840 -2.67604
C -0.76341 2.95052 -3.82246
C 0.23689 2.49709 -4.86676
Se 1.90287 1.74784 -4.11798
C 2.99580 3.33421 -4.34329
H -3.13222 1.04221 -4.45648
H -2.66762 -0.45464 -3.61062
H -1.60571 0.21313 -4.87129
H -0.32776 3.67195 -3.13769
H -1.63696 3.39632 -4.30162
H 0.53628 3.34195 -5.48666
H -0.19124 1.73539 -5.51670
H 3.12512 3.48106 -5.41254
H 3.95421 3.14197 -3.86951
H 2.51425 4.19120 -3.88167
S 4.02559 4.29291 -0.17742
C 3.07163 3.13850 -0.87147
S 3.60153 1.56311 -1.25320
S 1.45976 3.52735 -1.30418
C -2.24652 2.09543 0.79428
C -3.30082 1.13539 0.26802
As -5.14497 1.47117 0.96588
C -5.22433 3.41427 0.78815
C -4.64212 4.07352 -0.29098
C -4.74957 5.45061 -0.41922
C -5.45932 6.18373 0.51994
C -6.08652 5.53024 1.57143
C -5.97851 4.15382 1.69731
C -4.61986 1.28336 2.84786
C -4.10925 2.30707 3.64183
C -3.68791 2.04725 4.93955
C -3.77320 0.76307 5.45714
C -4.28388 -0.26325 4.67502
C -4.70559 -0.00174 3.38051
P -0.49230 1.49777 0.70780
C 0.30997 2.70666 1.80939
C 1.16708 2.33061 2.84225
C 1.85848 3.29139 3.56395
C 1.71280 4.63430 3.25680
C 0.83276 5.02081 2.25719
C 0.13372 4.06592 1.53899
C -0.66330 -0.04024 1.67235
C -0.91368 -0.05201 3.04204
C -1.06770 -1.25772 3.70861
C -0.99893 -2.45594 3.01264
C -0.79264 -2.45132 1.64014
C -0.62704 -1.24757 0.97324
H -2.39174 2.26293 1.86343
H -2.30272 3.06030 0.28992
H -3.08579 0.10871 0.57321
H -3.35558 1.14810 -0.81851
H -4.10805 3.50458 -1.04601
H -4.28064 5.95230 -1.25647
H -5.53463 7.25879 0.42434
H -6.66272 6.09531 2.29255
H -6.48488 3.64716 2.51122
H -4.04714 3.31671 3.25507
H -3.29736 2.85292 5.54864
H -3.45330 0.56486 6.47236
H -4.36427 -1.26573 5.07625
H -5.11740 -0.80029 2.77189
H 1.29106 1.28758 3.10211
H 2.51282 2.99155 4.37236
H 2.28219 5.37942 3.79574
H 0.69769 6.07009 2.03217
H -0.54301 4.38016 0.75660
H -0.99216 0.87724 3.59405
H -1.25350 -1.26106 4.77469
H -1.12093 -3.39536 3.53736
H -0.76232 -3.38294 1.08856
H -0.47083 -1.22887 -0.09955
*
```


Record 2
The following is a quantum chemistry calculation of a single C6H9N molecule at a distorted geometry, from the OMol25 dataset.

Summary:
HOMO	-8.0	eV
orbital gap	0.3336	hartree

```
! wB97M-V def2-TZVPD RIJCOSX def2/J DEFGRID3
* xyz 0 1
C -1.01144 0.61046 2.34581
C -0.34262 0.05868 1.13269
C 0.10853 -1.19300 0.87106
N 0.58282 -1.29168 -0.43625
C 0.32933 -0.05633 -1.05905
C 0.77950 0.19805 -2.46990
C -0.11944 0.80760 -0.10358
H -1.67073 1.41120 2.01487
H -1.60626 -0.17806 2.80197
H -0.28144 1.01703 3.04833
H 0.30055 -2.03061 1.52482
H 0.26096 -2.05380 -1.00831
H 1.44457 1.05685 -2.58522
H 1.24432 -0.72393 -2.81343
H -0.06757 0.49427 -3.08830
H 0.04892 1.87329 -0.17549
*
```


Record 3
The following is a quantum chemistry calculation of a molecular structure, C25H38BrO8P2S4SbSeTc, from the OMol25 dataset.

Summary:
HOMO (spin up / spin down)	-10.9 / -10.9	eV
orbital gap (spin up / spin down)	0.2138 / 0.2138	hartree

```
! wB97M-V def2-TZVPD RIJCOSX def2/J DEFGRID3
* xyz 1 1
Tc -0.91983 0.25230 -0.26831
C 3.58820 4.84705 4.38932
C 3.24607 4.92243 2.90176
C 4.52593 4.66490 2.09383
C 2.71931 6.33091 2.59486
C 2.19033 3.89459 2.50191
C 1.75505 3.84295 1.17552
C 0.80771 2.91606 0.83149
Br 0.21356 2.75145 -0.96991
C 0.24308 2.01913 1.74175
O -0.73090 1.18106 1.31755
C 0.67759 2.02775 3.06581
C 1.64258 2.98666 3.39529
C 0.20765 1.07561 4.17438
C -0.75932 -0.02442 3.72191
C -0.48960 1.90074 5.26571
C 1.43938 0.37218 4.76787
H 4.33607 5.60457 4.62454
H 4.00687 3.87632 4.66251
H 2.71547 5.03952 5.01584
H 5.29150 5.39360 2.36390
H 4.35200 4.74866 1.02009
H 4.91919 3.66688 2.29656
H 3.46533 7.07616 2.87431
H 1.80610 6.53545 3.15605
H 2.50161 6.46231 1.53423
H 2.15450 4.51098 0.42479
H 1.98205 3.01203 4.41959
H -1.69403 0.37974 3.33472
H -0.99394 -0.64732 4.58657
H -0.31400 -0.66987 2.96194
H -1.37364 2.40143 4.86740
H 0.16836 2.66115 5.68674
H -0.80627 1.24505 6.07821
H 1.95764 -0.21122 4.00342
H 1.12410 -0.31010 5.55847
H 2.15206 1.07313 5.20111
C -3.55535 2.00933 -3.59676
C -3.81563 0.65801 -2.92933
O -4.88855 0.03640 -3.60383
P -4.18772 0.97590 -1.16862
O -4.97345 -0.33501 -0.79413
O -5.27037 2.11867 -1.06492
O -2.97153 1.31288 -0.37516
P -2.31810 -0.39564 -3.08000
O -1.86273 -0.27565 -4.58872
O -2.65559 -1.81962 -2.70994
O -1.18844 0.25417 -2.28399
H -4.46998 2.59960 -3.56781
H -3.27363 1.85569 -4.63580
H -2.75419 2.54915 -3.09030
H -5.08971 -0.81117 -3.18206
H -5.36942 -0.39105 0.08611
H -4.91935 2.97694 -0.79156
H -2.35171 -0.83784 -5.20463
S -2.03703 -5.25398 -2.86017
Sb -0.99292 -3.39554 -2.41385
S -2.06321 -1.40622 0.45280
S 0.89382 -0.90685 -0.25256
S -1.46480 -3.27945 0.19273
C 7.01823 -3.11491 1.38056
C 5.92119 -2.36713 0.67745
C 5.33431 -2.87109 -0.47533
C 4.31381 -2.19463 -1.13483
C 3.69757 -2.80214 -2.36546
C 3.89214 -0.97037 -0.60395
Se 2.48701 -0.01308 -1.47752
C 4.46431 -0.42670 0.55370
C 4.01854 0.88599 1.13717
C 5.47278 -1.14781 1.17533
H 7.27489 -4.03197 0.85385
H 6.71674 -3.37842 2.39525
H 7.91724 -2.50203 1.45690
H 5.67437 -3.82002 -0.87236
H 4.16633 -3.75757 -2.59215
H 3.80941 -2.15166 -3.23331
H 2.62787 -2.97361 -2.22806
H 3.97014 1.67648 0.38885
H 4.70231 1.19925 1.92480
H 3.01877 0.80582 1.57532
H 5.92930 -0.74192 2.07134
*
```


Record 4
The following is a quantum chemistry calculation of a single CH4N2OS2 molecule at a distorted geometry, from the OMol25 dataset.

Summary:
HOMO	-9.4	eV
orbital gap	0.3644	hartree

```
! wB97M-V def2-TZVPD RIJCOSX def2/J DEFGRID3
* xyz 0 1
O 0.69547 -2.21714 -0.59245
C 0.34185 -1.09981 -0.28376
N 0.47646 -0.61391 1.01061
S -0.65988 0.36970 1.81534
N -0.19947 -0.23503 -1.23251
S 0.08969 1.44323 -1.33860
H 0.88405 -1.35033 1.62742
H 0.05985 1.47154 1.87675
H -0.22871 -0.69142 -2.14776
H -1.14602 1.84185 -0.98867
*
```


Record 5
The following is a quantum chemistry calculation of 10 unconnected molecules or ions with the total composition C50H130N17O13P5 at a distorted geometry, from the OMol25 dataset.

Summary:
HOMO	-8.3	eV
orbital gap	0.3188	hartree

```
! wB97M-V def2-TZVPD RIJCOSX def2/J DEFGRID3
* xyz 0 1
C -1.56360 -21.74189 18.28726
N -1.85122 -20.88599 19.44683
C -1.83628 -21.56441 20.73274
P -2.13074 -19.24035 19.30918
O -2.60018 -18.79508 17.97587
N -3.17968 -18.81875 20.52635
C -2.87429 -18.73470 21.94753
C -4.54714 -18.47177 20.08810
N -0.66433 -18.49170 19.76087
C 0.56591 -19.10985 19.32519
C -0.71402 -17.03453 19.71820
H -0.50067 -21.68592 18.01932
H -2.04757 -21.32244 17.40538
H -1.83458 -22.76656 18.51497
H -1.83948 -22.64588 20.63537
H -2.63457 -21.23997 21.40616
H -0.96269 -21.27379 21.33866
H -3.11575 -17.71555 22.26997
H -3.61944 -19.35221 22.46497
H -1.86538 -19.09084 22.12484
H -4.46197 -17.48871 19.61458
H -4.84339 -19.13516 19.27582
H -5.25250 -18.45968 20.91545
H 1.39691 -18.85277 19.99082
H 0.44833 -20.18837 19.42693
H 0.86518 -18.82527 18.30908
H -1.01214 -16.72290 18.70978
H 0.24232 -16.57377 19.95859
H -1.47656 -16.67472 20.41071
C -7.39536 -27.29864 20.29675
N -6.40632 -26.44315 19.66256
C -5.33415 -26.06020 20.56777
P -6.31698 -26.10749 18.02336
O -5.21219 -25.17331 17.69496
N -6.19143 -27.53953 17.18318
C -7.18795 -28.59261 17.19512
C -5.08596 -27.61872 16.21435
N -7.87624 -25.51160 17.67134
C -8.54079 -24.65262 18.63476
C -8.36949 -25.42653 16.29717
H -8.33452 -27.20527 19.75247
H -7.50972 -27.04997 21.35369
H -7.07702 -28.34871 20.31372
H -4.93848 -26.96538 21.04458
H -5.78563 -25.49577 21.39347
H -4.52988 -25.47348 20.13414
H -6.68736 -29.49612 16.83720
H -7.54842 -28.83542 18.18949
H -7.98889 -28.37948 16.48007
H -5.33619 -27.07443 15.30111
H -4.16125 -27.25812 16.65229
H -4.95409 -28.66287 15.92598
H -8.12097 -24.76412 19.63353
H -8.52678 -23.60313 18.32465
H -9.57665 -24.99676 18.75284
H -7.54977 -25.71258 15.64010
H -8.69018 -24.39171 16.15928
H -9.22420 -26.09473 16.15726
C -15.77351 -24.21829 19.40368
N -14.49618 -23.66444 18.95822
C -13.37558 -23.71728 19.85919
P -14.49748 -22.72252 17.55901
O -15.50479 -23.07467 16.52688
N -14.75793 -21.13276 18.08943
C -13.96202 -20.53983 19.15331
C -16.07505 -20.56419 17.87519
N -12.88377 -22.77634 17.09676
C -12.30800 -21.63110 16.41788
C -12.25671 -24.05070 16.78321
H -15.52698 -25.10544 19.99099
H -16.35160 -24.54192 18.54084
H -16.33282 -23.50801 20.01845
H -13.72812 -23.78720 20.89932
H -12.78844 -22.80408 19.90584
H -12.76940 -24.62637 19.76973
H -14.17578 -20.98511 20.13066
H -12.87951 -20.58901 19.03209
H -14.20986 -19.47867 19.18118
H -16.86061 -21.04347 18.47741
H -16.03482 -19.49258 18.05979
H -16.39210 -20.80613 16.85906
H -12.75380 -20.67439 16.67325
H -11.23605 -21.53670 16.63139
H -12.33978 -21.79228 15.33320
H -12.88228 -24.84028 17.19616
H -11.22764 -24.05550 17.14560
H -12.21626 -24.21278 15.69952
C -2.61026 -15.78387 26.72480
N -2.67876 -16.65492 27.87736
C -2.03331 -16.11971 29.10501
P -3.73998 -17.94272 28.09726
O -3.51462 -18.66275 29.36542
N -5.28543 -17.30430 27.87732
C -6.47671 -18.10261 27.67024
C -5.58348 -16.00988 28.48659
N -3.44785 -18.90808 26.71321
C -4.01127 -18.60016 25.40718
C -2.58719 -20.06773 26.85397
H -1.56850 -15.59221 26.47342
H -3.20629 -14.86639 26.81597
H -3.11413 -16.29147 25.90704
H -1.29149 -15.38675 28.79866
H -1.56278 -16.92413 29.66554
H -2.82701 -15.68854 29.72003
H -6.18054 -19.15218 27.55928
H -7.14137 -18.06501 28.53452
H -7.01825 -17.92659 26.73613
H -6.36733 -15.46207 27.96409
H -5.91915 -16.18828 29.51507
H -4.66842 -15.42141 28.54144
H -4.61576 -17.70081 25.48293
H -3.15964 -18.41326 24.74152
H -4.59808 -19.42882 25.00017
H -1.76079 -19.92186 27.55039
H -2.17140 -20.28449 25.86838
H -3.17178 -20.91817 27.21700
C -5.74255 -22.28376 21.33797
N -6.01684 -22.00312 22.74230
C -4.91352 -22.02329 23.71571
P -7.51123 -22.40120 23.36081
O -7.57282 -23.78841 23.84018
N -7.77462 -21.26000 24.57849
C -8.73155 -21.63352 25.62737
C -7.54764 -19.84522 24.43676
N -8.67613 -22.00170 22.21448
C -8.60983 -20.77191 21.40224
C -9.98344 -22.66421 22.15318
H -4.90186 -22.97174 21.22327
H -5.65210 -21.38761 20.72421
H -6.58794 -22.88115 20.98125
H -3.99786 -21.51144 23.43776
H -4.64297 -23.07408 23.86483
H -5.40627 -21.68096 24.62674
H -8.43363 -21.11285 26.54219
H -9.73670 -21.30724 25.34266
H -8.62395 -22.70081 25.80948
H -8.38123 -19.39000 23.87945
H -7.63929 -19.37862 25.41963
H -6.60222 -19.59799 23.95887
H -9.47055 -20.13403 21.60355
H -7.69943 -20.23780 21.67581
H -8.55944 -21.07430 20.35394
H -10.46502 -22.71196 23.13421
H -9.84378 -23.69965 21.83175
H -10.64034 -22.14165 21.46319
C -1.40081 -26.18368 22.03304
O -1.32924 -25.07594 22.90370
C -2.27844 -25.16071 23.95505
C -1.79746 -24.18321 25.02540
C -2.61704 -24.12637 26.32404
N -1.93122 -22.82615 24.43739
H -0.89788 -27.03246 22.50914
H -0.81205 -25.97171 21.13922
H -2.40624 -26.45601 21.70412
H -3.27466 -25.02144 23.52444
H -2.26528 -26.15478 24.42400
H -0.74792 -24.35204 25.28335
H -2.56475 -25.13435 26.75017
H -3.61957 -23.75952 26.09993
H -2.23503 -23.47887 27.11440
H -1.50633 -22.86927 23.51177
H -1.38926 -22.12623 24.93275
C -7.04774 -28.55481 29.21871
O -6.38576 -27.43826 28.68574
C -6.20897 -27.44699 27.27143
C -5.81187 -26.06387 26.82290
C -6.94720 -25.06800 27.08390
N -5.54758 -26.06943 25.36862
H -7.82772 -28.90180 28.53626
H -7.56509 -28.27506 30.14033
H -6.37006 -29.35746 29.52246
H -5.41416 -28.16552 27.05093
H -7.09055 -27.77232 26.71009
H -4.96495 -25.70737 27.41126
H -7.90380 -25.14697 26.56082
H -6.57191 -24.05835 26.89477
H -7.26109 -25.15811 28.13065
H -4.73530 -25.46839 25.26551
H -6.27476 -25.48869 24.96109
O -11.66577 -18.26360 20.70969
C -10.79867 -18.28927 19.88228
C -9.87856 -17.19346 19.40382
C -9.26788 -17.67511 18.10112
C -9.63887 -19.19418 18.07018
O -10.66134 -19.34984 19.05362
H -10.44386 -16.28017 19.21882
H -9.10457 -16.96381 20.13744
H -9.70569 -17.17108 17.24192
H -8.18368 -17.60337 18.06997
H -10.08926 -19.46443 17.12072
H -8.73387 -19.72928 18.35125
O -8.93414 -18.75779 30.28244
C -8.76836 -19.94944 30.30247
C -9.67662 -21.01676 30.86665
C -9.31575 -22.25451 30.02652
C -7.91758 -21.91655 29.47348
O -7.80869 -20.49670 29.54361
H -9.49241 -21.13074 31.93721
H -10.73342 -20.76408 30.82478
H -9.25153 -23.15856 30.63221
H -10.03398 -22.47594 29.23970
H -7.11449 -22.44654 29.98999
H -7.79194 -22.31244 28.46395
O -7.81810 -17.39000 22.06822
C -8.41055 -16.89836 22.98965
C -9.89014 -16.96375 23.22055
C -10.10079 -15.94750 24.32734
C -8.86315 -16.20392 25.16832
O -7.83314 -16.45573 24.13369
H -10.34993 -16.77252 22.24942
H -10.12093 -18.01938 23.38192
H -10.08043 -14.94420 23.90561
H -11.03778 -16.15063 24.84271
H -8.45830 -15.47440 25.86170
H -8.89757 -17.17795 25.66325
*
```